C15H32CeNO2P2 | ωB97M-V with the def2-TZVPD basis set

Calculated values
- Energy relative to the best compared isomer or geometry (same formula, charge and spin): 0.0 kcal/mol
- HOMO level (spin up / spin down): -17.81 / -17.81 eV
- Charge: +3
- LUMO energy (spin up / spin down): -12.0 / -12.0 eV
- Gap between HOMO and LUMO (spin up / spin down): 0.21288 / 0.21239 Ha

Positions of all 53 atoms, in Å:
Ce 0.126 -0.446 0.175
P -2.561 0.111 -0.168
C -2.149 0.926 -1.841
C -0.755 1.367 -2.317
N 0.342 1.064 -1.573
C 1.572 1.415 -2.045
C 1.701 2.039 -3.287
C 0.572 2.348 -4.042
C -0.667 2.019 -3.538
C 2.798 1.127 -1.169
P 2.888 -0.389 -0.091
H -1.562 2.247 -4.096
H 2.713 2.265 -3.656
H 0.686 2.839 -4.992
H 3.690 1.080 -1.824
H 2.936 1.973 -0.457
H -2.557 0.198 -2.510
H -2.813 1.823 -1.844
H -1.790 -3.918 -3.752
O -2.232 -4.423 -4.411
H -2.215 -3.849 -5.220
H -0.771 -4.248 3.260
O -0.792 -3.368 2.855
H -0.625 -3.469 1.886
C 3.377 -1.691 -1.322
H 4.419 -1.530 -1.661
H 3.303 -2.678 -0.825
H 2.688 -1.666 -2.186
C 4.415 -0.309 0.876
H 4.400 -1.108 1.635
H 5.317 -0.445 0.258
H 4.484 0.647 1.409
C -3.393 1.509 0.687
H -4.475 1.538 0.437
H -3.271 1.309 1.768
H -2.937 2.484 0.427
C -3.969 -0.988 -0.392
H -3.986 -1.637 0.502
H -4.930 -0.448 -0.450
H -3.845 -1.625 -1.281
C -1.353 0.432 3.879
C 0.091 0.737 3.464
C 1.064 -0.345 3.966
C 0.218 1.007 1.956
H -1.664 -0.561 3.512
H -2.047 1.206 3.518
H -1.401 0.455 4.977
H 0.395 1.687 3.931
H 0.768 -1.351 3.615
H 2.102 -0.126 3.665
H 1.031 -0.326 5.067
H -0.547 1.699 1.562
H 1.212 1.392 1.663

Want to see where the charge sits? The Mulliken charges in e are: number 1, Ce, carries 0.67; number 2, P, carries 0.83; number 3, C, carries -1.37; number 4, C, carries 0.64; number 5, N, carries 0.09; number 6, C, carries 0.66; number 7, C, carries -0.75; number 8, C, carries -0.53; number 9, C, carries -0.80; number 10, C, carries -1.01; number 11, P, carries 0.54; number 12, H, carries 0.55; number 13, H, carries 0.47; number 14, H, carries 0.51; number 15, H, carries 0.53; number 16, H, carries 0.43; number 17, H, carries 0.55; number 18, H, carries 0.56; number 19, H, carries 0.24; number 20, O, carries -0.57; number 21, H, carries 0.34; number 22, H, carries 0.31; number 23, O, carries -0.54; number 24, H, carries 0.28; number 25, C, carries -1.25; number 26, H, carries 0.44; number 27, H, carries 0.43; number 28, H, carries 0.38; number 29, C, carries -1.21; number 30, H, carries 0.43; number 31, H, carries 0.44; number 32, H, carries 0.40; number 33, C, carries -1.38; number 34, H, carries 0.48; number 35, H, carries 0.26; number 36, H, carries 0.42; number 37, C, carries -1.16; number 38, H, carries 0.41; number 39, H, carries 0.45; number 40, H, carries 0.43; number 41, C, carries -1.33; number 42, C, carries 0.66; number 43, C, carries -1.26; number 44, C, carries -1.28; number 45, H, carries 0.26; number 46, H, carries 0.35; number 47, H, carries 0.45; number 48, H, carries 0.33; number 49, H, carries 0.26; number 50, H, carries 0.34; number 51, H, carries 0.42; number 52, H, carries 0.60; number 53, H, carries 0.63

C3H10N5 | ωB97M-V with the def2-TZVPD basis set

Calculated values
- Energy relative to the best compared isomer or geometry (same formula, charge and spin): 30.6 kcal/mol
- HOMO level: -12.95 eV
- Charge: +1
- LUMO energy: -3.8 eV
- Gap between HOMO and LUMO: 0.33630 Ha

Positions of all 18 atoms, in Å:
C 2.362 0.245 -0.131
C -1.446 -0.817 -0.543
C 0.498 0.601 1.214
N 2.175 -1.012 0.044
N -0.952 0.414 -0.769
N 1.476 1.118 0.422
N -2.271 -1.493 -1.336
N -0.350 1.248 1.970
H 3.105 0.850 -0.718
H -1.212 -1.358 0.391
H 0.513 -0.461 1.091
H 2.810 -1.730 -0.485
H -1.091 0.750 -1.784
H 1.517 2.116 0.098
H -2.712 -2.399 -1.084
H -2.777 -1.048 -2.160
H -0.440 2.200 1.538
H -1.204 0.776 2.243

Want to see where the charge sits? The Mulliken charges in e are: number 1, C, carries 0.03; number 2, C, carries 0.21; number 3, C, carries -0.54; number 4, N, carries -0.58; number 5, N, carries -0.51; number 6, N, carries -0.09; number 7, N, carries -0.36; number 8, N, carries -0.28; number 9, H, carries 0.33; number 10, H, carries 0.17; number 11, H, carries 0.71; number 12, H, carries 0.27; number 13, H, carries 0.19; number 14, H, carries 0.29; number 15, H, carries 0.25; number 16, H, carries 0.25; number 17, H, carries 0.32; number 18, H, carries 0.33

C3H10NO | ωB97M-V with the def2-TZVPD basis set

Calculated values
- Energy relative to the best compared isomer or geometry (same formula, charge and spin): 57.8 kcal/mol
- HOMO level: -13.92 eV
- Charge: +1
- LUMO energy: -3.6 eV
- Gap between HOMO and LUMO: 0.38089 Ha

Positions of all 15 atoms, in Å:
C 0.297 1.952 -1.182
N -0.706 1.413 -0.267
H 0.811 1.259 -1.873
H 0.940 2.621 -0.430
H -0.082 2.766 -1.801
H -0.254 1.409 0.636
H -1.490 2.050 -0.001
H -0.879 0.372 -0.267
C 1.278 -1.438 0.337
C 0.025 -1.661 0.196
O -0.814 -0.918 0.935
H 1.719 -1.049 1.275
H 2.071 -1.821 -0.398
H -0.448 -2.154 -0.694
H -0.534 -1.127 1.840

Want to see where the charge sits? The Mulliken charges in e are: number 1, C, carries -0.71; number 2, N, carries -0.29; number 3, H, carries 0.25; number 4, H, carries 0.32; number 5, H, carries 0.36; number 6, H, carries 0.39; number 7, H, carries 0.37; number 8, H, carries 0.34; number 9, C, carries -0.59; number 10, C, carries -0.08; number 11, O, carries -0.58; number 12, H, carries 0.25; number 13, H, carries 0.25; number 14, H, carries 0.35; number 15, H, carries 0.35

C6H11IS2 | ωB97M-V with the def2-TZVPD basis set

Calculated values
- Energy relative to the best compared isomer or geometry (same formula, charge and spin): 15.2 kcal/mol
- HOMO level (spin up / spin down): -7.28 / -7.35 eV
- Charge: 0
- LUMO energy (spin up / spin down): -1.2 / -1.1 eV
- Gap between HOMO and LUMO (spin up / spin down): 0.22255 / 0.22908 Ha

Positions of all 20 atoms, in Å:
C -0.402 -1.180 -1.480
C -0.869 0.005 -0.588
C 0.115 0.074 0.580
C 0.800 -1.276 0.701
C -0.918 1.257 -1.425
C -0.729 0.352 1.908
S 0.396 -2.407 -0.421
S 3.367 -0.451 -0.315
I 4.480 0.806 1.309
H -1.327 -1.604 -2.045
H 0.424 -0.829 -2.123
H -1.815 -0.305 -0.196
H 0.842 0.839 0.464
H 1.124 -1.634 1.663
H -0.042 1.712 -1.813
H -1.170 2.204 -0.780
H -1.662 1.208 -2.301
H -1.178 -0.543 2.282
H -1.439 1.097 1.813
H 0.003 0.675 2.767

Want to see where the charge sits? The Mulliken charges in e are: number 1, C, carries -0.73; number 2, C, carries 0.15; number 3, C, carries 0.53; number 4, C, carries -0.56; number 5, C, carries -1.49; number 6, C, carries -1.63; number 7, S, carries -0.05; number 8, S, carries -0.38; number 9, I, carries -0.06; number 10, H, carries 0.43; number 11, H, carries 0.35; number 12, H, carries 0.38; number 13, H, carries 0.36; number 14, H, carries 0.37; number 15, H, carries 0.45; number 16, H, carries 0.32; number 17, H, carries 0.34; number 18, H, carries 0.44; number 19, H, carries 0.44; number 20, H, carries 0.36

Which of these has the highest energy relative to the best compared isomer or geometry (same formula, charge and spin)? C3H10NO